(1)
Entry from the Open Molecules 2025 dataset: C46H33AsClMoN3O as an isolated structure (the ωB97M-V functional and the def2-TZVPD basis).

```
86
Properties=species:S:1:pos:R:3:forces:R:3
Mo 0.9432 -0.5181 0.8436 0.6 0.2 -0.3
Cl 4.8277 -6.2020 -1.1732 0.0 0.0 0.0
C 4.0903 -4.8628 -0.3779 0.1 0.0 0.0
C 4.8835 -3.9619 0.3479 0.0 0.0 0.0
C 4.3162 -2.8859 0.9859 0.1 0.1 0.1
C 2.9443 -2.6432 0.8976 0.0 0.0 0.0
O 2.4405 -1.5798 1.5280 -0.2 0.0 0.0
C 2.1387 -3.5719 0.2014 0.0 0.0 -0.1
C 0.7167 -3.5345 0.3413 -0.1 -0.1 0.0
N 0.0457 -2.4770 0.6721 -0.1 0.1 0.0
C -1.2306 -2.5905 1.2979 0.1 0.1 0.0
C -2.1797 -3.5452 1.0731 0.0 -0.1 0.0
C -3.3137 -3.6206 1.9087 0.0 0.0 0.0
C -3.4639 -2.7703 2.9678 0.0 0.0 0.0
C -2.4993 -1.7648 3.2144 0.0 0.0 0.0
C -2.5453 -0.8840 4.3194 0.0 0.0 0.0
C -1.5327 0.0147 4.5104 -0.1 0.0 0.1
C -0.4976 0.0910 3.5724 0.1 0.1 0.0
N -0.4407 -0.6775 2.4995 0.0 -0.2 0.1
C -1.4061 -1.6528 2.3410 0.1 0.1 -0.1
C 2.7351 -4.6910 -0.4171 -0.2 0.0 0.0
H 5.9505 -4.1306 0.4099 0.0 0.0 0.0
H 4.9171 -2.1942 1.5613 0.0 0.0 0.0
H 0.1915 -4.4875 0.2796 0.0 0.0 0.0
H -2.0639 -4.2531 0.2618 0.0 0.0 0.0
H -4.0553 -4.3840 1.7178 0.0 0.0 0.0
H -4.3143 -2.8578 3.6317 0.0 0.0 0.0
H -3.3718 -0.9441 5.0168 0.0 0.0 0.0
H -1.5171 0.6765 5.3643 0.0 0.0 0.0
H 0.3084 0.8003 3.7137 0.0 0.0 -0.1
H 2.1131 -5.4179 -0.9247 0.0 0.0 0.0
C 1.7337 5.3172 0.9049 0.0 0.0 0.0
C 2.3335 4.7873 -0.2309 0.0 0.0 0.0
C 2.3796 3.4169 -0.4223 0.0 0.0 -0.1
C 1.8153 2.5635 0.5287 0.1 0.1 0.0
C 1.1968 3.1029 1.6546 -0.1 -0.2 0.1
C 1.1609 4.4683 1.8470 0.0 0.1 -0.1
N 1.8523 1.1667 0.3617 -0.3 -0.2 0.2
C 2.8355 0.5740 -0.4814 -0.2 -0.2 -0.2
C 4.2068 0.7630 -0.2809 0.0 0.1 0.1
C 5.1000 0.0119 -1.0107 0.0 0.0 0.0
C 4.6583 -0.9589 -1.9168 0.0 0.0 0.0
C 3.3109 -1.1636 -2.1047 0.0 0.0 0.0
C 2.3874 -0.3822 -1.4005 -0.1 0.1 0.1
H 1.7119 6.3879 1.0561 0.0 0.0 0.0
H 2.7757 5.4435 -0.9682 0.0 0.0 0.0
H 2.8505 3.0087 -1.3089 0.0 0.0 0.0
H 0.7489 2.4389 2.3823 0.0 0.0 0.0
H 0.6856 4.8758 2.7286 0.0 0.0 0.0
H 4.5464 1.4906 0.4450 0.0 0.0 0.0
H 6.1615 0.1711 -0.8729 0.0 0.0 0.0
H 5.3779 -1.5375 -2.4798 0.0 0.0 0.0
H 2.9597 -1.8905 -2.8252 0.0 0.0 0.0
H 1.3346 -0.4099 -1.6764 0.0 0.0 -0.1
C -2.5685 4.6453 1.3566 0.0 0.0 0.0
C -2.0132 4.6285 0.0844 0.0 0.0 0.0
C -1.5924 3.4326 -0.4794 0.0 0.0 0.0
C -1.7351 2.2546 0.2412 -0.1 0.0 -0.1
C -2.2975 2.2635 1.5142 0.0 0.1 0.0
C -2.7157 3.4635 2.0711 0.0 0.0 0.0
As -1.1842 0.5689 -0.4998 0.1 0.0 0.2
C -2.7817 -0.3916 -0.9716 0.0 0.0 0.0
C -3.8023 -0.8385 -0.1528 0.0 0.0 0.1
C -4.8857 -1.4976 -0.7173 0.0 0.0 0.0
C -4.9331 -1.7055 -2.0900 0.0 0.0 0.0
C -3.9201 -1.2306 -2.9112 0.0 0.0 0.0
C -2.8390 -0.5554 -2.3595 0.0 0.0 -0.1
C -1.7536 0.1011 -3.1279 -0.1 -0.1 0.0
C -1.6172 0.1004 -4.5100 0.0 0.0 -0.1
C -0.5900 0.8196 -5.1050 0.0 0.0 0.0
C 0.3075 1.5510 -4.3351 0.0 0.0 0.0
C 0.1913 1.5487 -2.9513 0.0 0.0 -0.1
C -0.8332 0.8227 -2.3638 0.1 0.0 0.0
H -2.9021 5.5800 1.7876 0.0 0.0 0.0
H -1.9128 5.5484 -0.4765 0.0 0.0 0.0
H -1.1778 3.4210 -1.4795 0.0 0.0 0.0
H -2.4426 1.3378 2.0599 0.0 0.0 0.0
H -3.1722 3.4756 3.0525 0.0 0.0 0.0
H -3.7795 -0.6643 0.9152 0.0 0.0 0.0
H -5.6967 -1.8399 -0.0882 0.0 0.0 0.0
H -5.7790 -2.2186 -2.5273 0.0 0.0 0.0
H -3.9926 -1.3655 -3.9824 0.0 0.0 0.0
H -2.3155 -0.4458 -5.1305 0.0 0.0 0.0
H -0.4951 0.8206 -6.1825 0.0 0.0 0.0
H 1.0920 2.1228 -4.8118 0.0 0.0 0.0
H 0.8836 2.1215 -2.3451 0.0 0.0 0.0
```
Forces are in eV/Å.

Summary:
* maximum force: 0.65 eV/A
* E_tot: -129960.5074 eV
* multiplicity: 3
* expectation value of S²: 2.186
* energy above the lowest of the compared OMol25 structures with the same formula, charge and spin: 0.0 kJ/mol
* net charge: +2

(2)
Entry from the Open Molecules 2025 dataset: one molecule with the formula C14H19NO5S (the ωB97M-V functional and the def2-TZVPD basis).

```
40
Properties=species:S:1:pos:R:3:forces:R:3
C 3.7508 4.1810 0.1470 -0.2 -0.4 0.0
C 2.6828 3.1331 -0.1238 0.0 0.4 0.0
O 3.2523 1.8636 0.1380 0.1 0.0 0.1
C 2.4905 0.7542 -0.0452 0.0 -0.5 0.0
C 3.1066 -0.4660 0.2195 0.0 0.4 0.0
C 2.4196 -1.6556 0.0634 -0.2 -0.1 -0.1
C 1.1001 -1.6573 -0.3602 -0.1 0.3 0.0
C 0.4763 -0.4261 -0.6266 0.2 -0.2 0.1
C 1.1660 0.7665 -0.4707 0.2 0.3 0.0
H 0.6479 1.6840 -0.6875 0.0 0.0 0.0
N -0.8539 -0.4829 -1.0527 0.3 -0.6 0.0
C -1.7119 0.5232 -1.3338 -0.4 -0.1 -0.2
O -1.4696 1.7097 -1.2565 0.1 0.2 0.0
C -3.0824 0.0131 -1.7555 -0.3 0.0 0.4
H -3.0078 -0.6052 -2.6498 0.0 0.0 0.0
H -3.7591 0.8465 -1.9395 0.2 0.0 0.0
S -3.8089 -1.0616 -0.4776 -0.1 0.1 0.0
C -3.8367 0.1006 0.9145 0.1 -0.3 -0.6
C -4.7401 1.2851 0.6634 -0.1 0.0 -0.1
O -5.4603 1.4398 -0.2808 -0.1 0.0 -0.1
O -4.6320 2.1716 1.6578 0.2 0.3 0.6
H -5.1963 2.9432 1.4894 0.0 -0.2 -0.2
H -2.8266 0.4534 1.1284 -0.1 0.0 0.1
H -4.2048 -0.4554 1.7771 0.1 0.1 0.0
H -1.2077 -1.4315 -1.1123 -0.1 0.2 0.1
O 0.3223 -2.7708 -0.5813 0.0 0.4 -0.1
C 0.7512 -4.0247 -0.0918 0.0 -0.4 0.3
C 0.6514 -4.1275 1.4267 0.0 0.2 -0.4
H -0.3726 -3.9437 1.7426 -0.1 0.0 0.0
H 0.9467 -5.1227 1.7467 0.0 -0.1 0.1
H 1.2971 -3.3952 1.9055 0.0 0.0 0.1
H 0.0693 -4.7398 -0.5605 0.2 0.0 0.0
H 1.7695 -4.2466 -0.4330 -0.1 0.0 0.0
H 2.9339 -2.5798 0.2729 0.0 -0.1 0.0
H 4.1330 -0.4670 0.5483 0.1 0.0 0.0
H 1.8139 3.2978 0.5275 0.0 -0.1 -0.1
H 2.3515 3.1891 -1.1694 0.0 0.0 0.1
H 3.3519 5.1727 -0.0456 0.0 0.1 0.0
H 4.0766 4.1210 1.1818 0.0 0.0 0.1
H 4.6097 4.0099 -0.4961 0.1 0.0 -0.1
```
Forces are in eV/Å.

Summary:
* maximum force: 0.67 eV/A
* E_tot: -37389.7790 eV
* SMILES: CCOc1ccc(OCC)c(NC(=O)CSCC(=O)O)c1
* multiplicity: 1
* energy above the lowest of the compared OMol25 structures with the same formula, charge and spin: 114.2 kJ/mol
* net charge: 0